This record from the OMol25 dataset describes a molecular structure, C8H14BF3O6STa at a distorted geometry. The level of theory is ωB97M-V with the def2-TZVPD basis set.

gap between HOMO and LUMO = 7.0 eV
DFT total energy = -42021.2000 eV
net charge = -1

XYZ file:
```
34
Properties=species:S:1:pos:R:3:mulliken_charge:R:1
C -0.619 0.472 -2.990 -0.3771
C -0.899 0.246 -1.836 -0.6292
Ta -1.267 -0.163 0.351 0.6687
C 0.016 -2.030 0.200 -1.3468
C 1.519 -1.741 0.356 -0.1262
C 2.151 -1.457 -0.979 -0.4320
O 3.553 -1.138 -0.908 -0.3910
C 3.825 0.080 -0.376 0.7074
C 4.054 0.156 1.106 -0.9754
O 3.905 1.052 -1.064 -0.5452
B -3.317 -1.330 -0.060 0.6480
O -4.326 -1.426 0.862 -0.5746
O -3.558 -1.978 -1.238 -0.6094
S -2.655 2.052 0.434 0.6597
O -3.254 2.255 -0.869 -0.5754
O -3.596 1.957 1.532 -0.6393
C -1.689 3.666 0.716 0.5851
F -0.379 3.484 0.587 -0.2197
F -2.074 4.570 -0.192 -0.2412
F -1.931 4.180 1.924 -0.2468
H -0.309 0.899 -3.902 0.4338
H 0.126 0.884 1.012 -0.2121
H -1.624 -0.545 2.114 -0.0393
H -0.175 -2.542 -0.737 0.4032
H -0.316 -2.642 1.030 0.5162
H 2.037 -2.595 0.783 0.2784
H 1.637 -0.922 1.050 0.1348
H 1.621 -0.689 -1.529 0.2880
H 2.102 -2.363 -1.566 0.3554
H 4.001 -0.827 1.545 0.3351
H 3.248 0.761 1.495 0.2544
H 4.997 0.637 1.308 0.3378
H -3.964 -1.134 1.700 0.2917
H -2.842 -1.829 -1.858 0.2830
```